a | {"formula": "C9H11NO2", "method": "the ωB97M-V functional and the def2-TZVPD basis", "homo_energy_ev": [-7.5497, -7.8736], "gap_ev": [7.18, 8.01], "e_lumo_ha": [-0.01352, 0.00492], "species": ["C", "C", "C", "C", "C", "C", "C", "C", "C", "N", "O", "O", "H", "H", "H", "H", "H", "H", "H", "H", "H", "H", "H"], "positions_angstrom": [[-0.21, -1.35, 0.50], [2.46, -0.09, -1.11], [2.70, -0.57, 0.13], [-2.96, -1.03, -0.12], [-1.61, 1.07, -1.48], [-0.05, 1.16, 0.71], [-1.50, 1.29, 0.02], [-2.16, 0.08, -0.42], [1.76, -0.54, 1.37], [0.43, -0.26, 0.89], [-0.12, -2.49, 0.33], [-3.48, -1.13, 1.01], [3.17, 0.13, -1.83], [1.37, 0.17, -1.30], [3.77, -0.93, 0.33], [-3.09, -1.85, -0.94], [-2.37, 1.57, -2.01], [-0.65, 0.71, -1.91], [0.68, 1.67, -0.02], [0.02, 1.66, 1.62], [-1.94, 2.14, 0.47], [2.12, 0.11, 2.07], [1.68, -1.52, 1.71]]}

---

b | {"formula": "C9H11NO2", "method": "the ωB97M-V functional and the def2-TZVPD basis", "homo_energy_ev": -9.0783, "gap_ev": 9.44, "smiles": "C#CC(=C)C=O.O=C1CCNC1", "e_lumo_ha": 0.01327, "species": ["C", "C", "C", "C", "C", "O", "H", "H", "H", "H", "O", "C", "C", "C", "N", "C", "H", "H", "H", "H", "H", "H", "H"], "positions_angstrom": [[4.62, -0.42, 1.24], [3.69, -0.09, 0.53], [2.60, 0.29, -0.31], [2.30, 1.56, -0.60], [1.76, -0.79, -0.90], [1.92, -1.97, -0.72], [5.44, -0.72, 1.88], [1.49, 1.80, -1.24], [2.89, 2.38, -0.19], [0.94, -0.40, -1.53], [-0.10, 1.12, -0.37], [-1.08, 0.48, -0.13], [-2.47, 1.02, 0.18], [-3.21, -0.22, 0.70], [-2.59, -1.38, 0.05], [-1.18, -1.05, -0.06], [-2.92, 1.40, -0.74], [-2.41, 1.86, 0.89], [-3.08, -0.32, 1.79], [-4.29, -0.21, 0.50], [-2.98, -1.46, -0.88], [-0.70, -1.52, -0.93], [-0.63, -1.39, 0.84]]}

---

Of them, b has the highest stability.

---

a | {"formula": "C5H8ClNO", "method": "the ωB97M-V functional and the def2-TZVPD basis", "homo_energy_ev": -8.5673, "gap_ev": 9.09, "smiles": "CN/C=C(\\C=O)CCl", "e_lumo_ha": 0.01933, "species": ["C", "N", "C", "C", "C", "O", "C", "Cl", "H", "H", "H", "H", "H", "H", "H", "H"], "positions_angstrom": [[-1.38, -2.37, -1.30], [-1.87, -1.03, -0.93], [-1.29, -0.20, -0.11], [-0.02, -0.09, 0.39], [1.08, -0.80, -0.13], [1.19, -1.43, -1.15], [0.29, 0.89, 1.48], [1.04, 2.44, 0.84], [-0.54, -2.32, -1.97], [-1.02, -2.88, -0.39], [-2.14, -2.99, -1.79], [-2.75, -0.75, -1.33], [-2.01, 0.56, 0.14], [1.93, -0.76, 0.53], [-0.61, 1.20, 2.05], [0.99, 0.49, 2.25]]}

---

b | {"formula": "C5H8ClNO", "method": "the ωB97M-V functional and the def2-TZVPD basis", "homo_energy_ev": -9.7677, "gap_ev": 10.47, "smiles": "C[C@@]1(Cl)CCNC1=O", "e_lumo_ha": 0.02573, "species": ["C", "C", "Cl", "C", "C", "N", "C", "O", "H", "H", "H", "H", "H", "H", "H", "H"], "positions_angstrom": [[1.14, -0.20, 1.38], [0.85, 0.09, -0.07], [2.40, 0.34, -0.91], [-0.03, -1.00, -0.68], [-1.44, -0.45, -0.51], [-1.23, 0.98, -0.56], [-0.01, 1.38, -0.22], [0.38, 2.52, -0.09], [0.28, -0.31, 2.01], [1.78, -1.06, 1.44], [1.74, 0.65, 1.74], [0.11, -2.06, -0.42], [0.13, -1.00, -1.75], [-2.15, -0.64, -1.31], [-1.86, -0.77, 0.48], [-2.08, 1.53, -0.54]]}

---

Of them, b has the highest stability.

---

a | {"formula": "C2HI2N3", "method": "the ωB97M-V functional and the def2-TZVPD basis", "homo_energy_ev": [-9.0522, -8.7617], "gap_ev": [6.78, 7.20], "e_lumo_ha": [-0.08345, -0.05733], "species": ["C", "C", "N", "N", "N", "I", "I", "H"], "positions_angstrom": [[0.09, 1.26, -1.46], [1.39, -0.43, -0.60], [-0.36, 1.82, -2.36], [0.51, 0.44, -0.56], [-1.11, -1.14, 1.62], [2.04, -1.31, 1.13], [-1.07, 0.78, 1.50], [-1.48, -1.43, 0.73]]}

---

b | {"formula": "C2HI2N3", "method": "the ωB97M-V functional and the def2-TZVPD basis", "homo_energy_ev": [-9.1584, -9.1611], "gap_ev": [7.65, 7.65], "e_lumo_ha": [-0.05554, -0.05557], "species": ["C", "C", "N", "N", "N", "I", "I", "H"], "positions_angstrom": [[0.59, -2.20, 2.89], [1.15, -0.58, 1.11], [0.42, -3.09, 3.58], [0.67, -1.35, 1.94], [-0.28, 0.81, 0.49], [3.07, -0.28, 0.37], [-2.12, 0.18, 0.97], [-0.01, 0.33, -0.37]]}

---

Of them, b has the highest stability.

---

a | {"formula": "CH6OS2", "method": "the ωB97M-V functional and the def2-TZVPD basis", "homo_energy_ev": -8.1753, "gap_ev": 8.24, "smiles": "CSS.O", "e_lumo_ha": 0.00224, "species": ["C", "S", "S", "H", "H", "H", "H", "O", "H", "H"], "positions_angstrom": [[-0.14, 2.18, -0.57], [-0.35, 0.39, -0.75], [-1.02, -0.94, 0.73], [0.12, 2.66, -1.51], [-1.14, 2.54, -0.19], [0.65, 2.36, 0.17], [-0.80, -0.15, 1.77], [2.45, -1.06, 0.39], [1.57, -1.45, 0.57], [2.83, -1.65, -0.23]]}

---

b | {"formula": "CH6OS2", "method": "the ωB97M-V functional and the def2-TZVPD basis", "homo_energy_ev": -8.8182, "gap_ev": 9.08, "smiles": "CO.SS", "e_lumo_ha": 0.00979, "species": ["C", "O", "H", "H", "H", "H", "S", "S", "H", "H"], "positions_angstrom": [[1.22, 1.35, 0.63], [0.28, 2.35, 0.36], [1.84, 1.65, 1.54], [2.11, 1.13, -0.02], [0.56, 0.45, 0.87], [0.26, 2.55, -0.57], [-1.01, -1.68, -1.23], [-2.39, -2.70, -0.06], [0.08, -1.72, -0.37], [-2.94, -3.37, -1.14]]}

---

c | {"formula": "CH6OS2", "method": "the ωB97M-V functional and the def2-TZVPD basis", "homo_energy_ev": -8.9658, "gap_ev": 9.35, "smiles": "CSS.O", "e_lumo_ha": 0.01402, "species": ["C", "S", "S", "H", "H", "H", "H", "O", "H", "H"], "positions_angstrom": [[0.60, -0.86, -1.34], [1.31, -1.35, 0.31], [0.53, -0.56, 2.02], [1.16, 0.06, -1.60], [0.85, -1.62, -2.09], [-0.42, -0.69, -1.31], [-0.61, -1.15, 2.13], [-1.18, 2.05, 0.23], [-0.59, 1.50, 0.76], [-1.66, 2.64, 0.88]]}

---

Of them, c has the highest stability.